1.
Molecular formula: C5H5NO2
Method: DFT, ωB97M-V with the def2-TZVPD basis set

Computed properties:
Structure (SMILES)   c1cc2c([nH]1)OCO2
Gap between HOMO and LUMO   8.5 eV
HOMO   -7.63 eV
Net charge   0
Strongest force on any atom   4.601 eV/A
ΔE to the lowest compared entry with this formula, charge and spin   72.6 kcal per mole
LUMO energy   0.9 eV

Positions of all 13 atoms, in Å:
C (-0.00750, -1.81662, 0.93757)
C (0.74277, -0.02261, -0.01919)
C (1.11176, 1.35490, -0.35240)
C (-0.02692, 1.97593, -0.84481)
C (-0.52398, -0.10326, -0.33363)
H (0.19731, -2.77063, 0.49594)
H (-0.30748, -1.94974, 1.90738)
H (2.00244, 2.01835, -0.04984)
H (0.10922, 2.95052, -1.24919)
H (-1.97709, 1.09637, -1.32533)
N (-1.05887, 1.05770, -0.73952)
O (1.12160, -0.93033, 0.93348)
O (-1.17023, -1.20453, 0.20058)

Cartesian forces, eV/Å:
-0.42 0.67 -1.66
2.30 3.20 -0.02
1.02 0.95 1.18
2.30 -1.58 1.00
-2.37 -1.74 0.08
0.36 -0.39 -0.70
-0.77 -0.30 2.51
-1.23 -1.72 -0.76
-1.29 0.50 -0.43
2.46 -0.01 1.59
-3.43 1.06 -2.87
-0.50 -0.85 -0.44
1.57 0.20 0.51

Partial atomic charges computed with the natural (NBO) method, in multiples of e:
1 C 0.234
2 C 0.124
3 C -0.305
4 C -0.100
5 C 0.341
6 H 0.156
7 H 0.162
8 H 0.230
9 H 0.228
10 H 0.421
11 N -0.529
12 O -0.472
13 O -0.491

2.
Molecular formula: C4H13NOS
Method: DFT, ωB97M-V with the def2-TZVPD basis set

Computed properties:
Structure (SMILES)   NCCCCS.O
Gap between HOMO and LUMO   9.9 eV
HOMO   -9.17 eV
Net charge   0
Strongest force on any atom   1.255 eV/A
ΔE to the lowest compared entry with this formula, charge and spin   11.8 kcal per mole
LUMO energy   0.7 eV

Positions of all 20 atoms, in Å:
C (-0.55887, -0.72713, 1.28039)
C (0.09812, -1.32169, 0.05143)
C (1.20888, -0.45943, -0.54534)
S (2.59249, -0.10982, 0.56005)
C (-1.49965, 0.42169, 0.95757)
N (-2.53441, -0.02382, -0.00843)
H (0.18674, -0.44251, 2.01930)
H (-1.14672, -1.49709, 1.78961)
H (-0.64259, -1.47010, -0.73083)
H (0.50022, -2.30590, 0.25792)
H (0.78788, 0.46483, -0.96223)
H (1.56832, -0.93822, -1.45998)
H (2.53084, 1.22299, 0.49756)
H (-0.96354, 1.28950, 0.57682)
H (-1.98599, 0.75293, 1.87754)
H (-3.31308, 0.62674, 0.03531)
H (-2.88038, -0.90420, 0.38630)
H (-1.41671, 1.72294, -1.58263)
H (-0.90714, 1.87921, -3.02399)
O (-1.62616, 2.11870, -2.43281)

Cartesian forces, eV/Å:
-0.30 -0.21 0.14
0.35 0.13 -0.14
-0.62 0.14 -1.08
0.15 0.03 0.05
-0.49 -0.06 0.22
0.31 -0.12 0.57
0.14 0.26 -0.05
-0.09 -0.10 -0.10
-0.15 0.02 -0.09
0.16 -0.26 0.26
0.12 0.09 0.53
0.27 -0.23 0.26
0.00 0.04 0.04
0.12 0.07 -0.24
0.19 0.09 0.23
0.01 -0.08 -0.16
-0.12 0.28 -0.42
-0.04 -0.27 -0.02
0.01 -0.05 0.06
-0.03 0.25 -0.10

Partial atomic charges computed with the natural (NBO) method, in multiples of e:
1 C -0.420
2 C -0.419
3 C -0.527
4 S -0.044
5 C -0.218
6 N -0.845
7 H 0.227
8 H 0.199
9 H 0.228
10 H 0.205
11 H 0.210
12 H 0.219
13 H 0.127
14 H 0.170
15 H 0.176
16 H 0.362
17 H 0.350
18 H 0.472
19 H 0.467
20 O -0.938

3.
Molecular formula: C5H8O
Method: DFT, ωB97M-V with the def2-TZVPD basis set

Computed properties:
Structure (SMILES)   C[C@]1(O)C=CC1
Gap between HOMO and LUMO   10.7 eV
HOMO   -9.68 eV
Net charge   0
Strongest force on any atom   2.900 eV/A
ΔE to the lowest compared entry with this formula, charge and spin   47.7 kcal per mole
LUMO energy   1.0 eV

Positions of all 14 atoms, in Å:
C (-1.76899, 0.07604, 0.09047)
C (-0.94206, 0.43494, 1.06064)
C (-0.74166, -0.10457, -0.99139)
C (0.35640, 0.29041, 0.04967)
C (1.35064, -0.79842, 0.44993)
O (0.96868, 1.52854, -0.16854)
H (-2.83898, -0.04782, 0.05171)
H (-1.00128, 0.73888, 2.08492)
H (-0.64866, -1.11271, -1.39495)
H (-0.83133, 0.60838, -1.81196)
H (1.14644, -1.73958, -0.05362)
H (1.31293, -0.97479, 1.52046)
H (2.35364, -0.47255, 0.19056)
H (1.28422, 1.57324, -1.07788)

Cartesian forces, eV/Å:
-0.17 -0.07 0.07
2.26 -0.10 -1.82
0.08 0.07 -0.20
-2.16 -0.28 1.76
-0.13 0.20 -0.11
0.15 0.40 -0.09
-0.19 -0.04 0.05
-0.16 0.05 0.38
0.02 -0.05 -0.07
0.03 0.03 -0.09
-0.05 -0.10 -0.03
0.11 -0.01 0.13
0.17 -0.04 -0.03
0.03 -0.06 0.05

Partial atomic charges computed with the natural (NBO) method, in multiples of e:
1 C -0.179
2 C -0.194
3 C -0.453
4 C 0.261
5 C -0.645
6 O -0.715
7 H 0.200
8 H 0.207
9 H 0.201
10 H 0.203
11 H 0.210
12 H 0.218
13 H 0.219
14 H 0.468

4.
Molecular formula: C6H6BrO2
Method: DFT, ωB97M-V with the def2-TZVPD basis set

Computed properties:
Structure (SMILES)   CC(=C=O)[C@]1([O-])C[C@@H]1Br
Gap between HOMO and LUMO   6.3 eV
HOMO   -3.01 eV
Net charge   -1
Strongest force on any atom   4.289 eV/A
ΔE to the lowest compared entry with this formula, charge and spin   62.8 kcal per mole
LUMO energy   3.3 eV

Positions of all 15 atoms, in Å:
C (1.24186, 0.42426, -0.09246)
C (2.36611, 0.82978, -0.58001)
C (0.45682, -0.91832, -0.40737)
C (-0.44080, -0.94462, -1.67445)
C (-1.15749, -0.94435, -0.30267)
C (0.60990, 1.23603, 1.03843)
O (3.29241, 1.26727, -1.13414)
O (0.82740, -2.08102, -0.01149)
Br (-2.53110, 0.51873, -0.01523)
H (-0.29938, 0.02687, -2.14275)
H (-0.33969, -1.90831, -2.18104)
H (-1.45935, -1.89194, -0.03553)
H (-0.39564, 1.43858, 0.66733)
H (1.18335, 2.09839, 1.47312)
H (0.52281, 0.53583, 1.84862)

Cartesian forces, eV/Å:
-1.10 -0.53 0.98
-0.92 -0.51 -0.64
-1.21 -0.50 -0.21
0.76 0.41 1.64
1.95 3.12 -2.20
0.54 -0.09 -0.04
1.20 0.35 -0.21
1.53 -0.14 0.45
-0.23 -0.62 -0.21
-0.66 -0.36 -0.53
-0.27 0.57 -0.34
-1.03 -1.58 1.04
0.29 0.73 0.60
-0.53 -0.50 -0.95
-0.32 -0.35 0.61

Partial atomic charges computed with the natural (NBO) method, in multiples of e:
1 C -0.370
2 C 0.689
3 C 0.370
4 C -0.520
5 C -0.300
6 C -0.603
7 O -0.529
8 O -0.824
9 Br -0.180
10 H 0.210
11 H 0.210
12 H 0.210
13 H 0.235
14 H 0.192
15 H 0.213

5.
Molecular formula: C15H13N4O4Sn
Method: DFT, ωB97M-V with the def2-TZVPD basis set

Computed properties:
Gap between HOMO and LUMO   8.2 eV
HOMO   -12.01 eV
Net charge   +1
Strongest force on any atom   0.453 eV/A
LUMO energy   -3.8 eV

Positions of all 37 atoms, in Å:
Sn (-1.58423, -0.10200, -0.36237)
O (0.57469, -0.36470, 1.84362)
C (0.15631, 0.14722, 3.03824)
C (-0.01997, 1.49159, 3.31598)
C (-0.44897, 1.76374, 4.60021)
C (-0.68952, 0.74946, 5.54826)
C (-0.50467, -0.57833, 5.24409)
C (-0.07008, -0.87896, 3.94709)
C (0.25357, -2.06311, 3.23265)
N (0.60496, -1.73667, 2.01946)
N (1.19068, -2.50849, 1.07206)
C (0.94950, -2.20238, -0.18836)
O (0.13547, -1.31188, -0.61600)
C (1.72752, -2.96523, -1.18937)
C (2.12758, -4.27416, -0.93907)
C (2.84403, -4.96719, -1.90053)
C (3.18332, -4.34984, -3.09675)
C (2.80536, -3.03617, -3.33766)
C (2.07064, -2.34732, -2.38831)
H (0.18409, 2.25693, 2.58025)
H (-0.59906, 2.79467, 4.89126)
H (-1.02257, 1.02949, 6.53770)
H (-0.68419, -1.35778, 5.97108)
H (0.27468, -3.09980, 3.52740)
H (1.86864, -4.74242, 0.00026)
H (3.14202, -5.99013, -1.71533)
H (3.75198, -4.89118, -3.84091)
H (3.09439, -2.55024, -4.25981)
H (1.80383, -1.30965, -2.54645)
N (-0.78075, 0.55473, -2.49184)
N (0.06404, 1.65318, -2.24434)
C (0.38734, 2.00867, -0.91843)
O (1.30876, 2.74003, -0.69926)
O (-0.44424, 1.52141, -0.01173)
H (-0.26502, -0.26320, -2.81523)
H (-1.46754, 0.80587, -3.19868)
H (0.79851, 1.82980, -2.91413)

Cartesian forces, eV/Å:
-0.05 -0.09 -0.01
0.04 -0.03 -0.02
0.02 0.02 -0.05
0.01 0.06 0.03
0.02 0.00 -0.04
0.00 -0.03 0.00
-0.03 0.01 0.04
0.04 -0.08 -0.04
-0.03 -0.07 0.06
-0.03 0.07 -0.14
0.10 0.06 -0.06
-0.06 -0.08 0.44
0.06 0.14 -0.25
-0.04 -0.03 0.01
0.00 -0.01 0.00
0.00 0.00 0.00
0.00 -0.02 0.00
0.02 0.02 -0.01
-0.01 0.01 0.01
-0.03 -0.02 0.00
0.00 0.00 0.00
0.00 0.00 0.00
0.00 0.01 0.00
-0.02 0.00 -0.02
0.00 0.00 0.00
0.00 0.00 0.00
0.00 0.00 0.00
-0.01 0.01 0.00
-0.01 -0.02 -0.04
-0.06 0.01 0.00
0.12 0.02 0.04
-0.22 -0.09 0.00
0.10 0.04 -0.01
0.03 0.13 -0.04
0.06 0.02 0.03
-0.02 0.02 0.06
-0.02 -0.03 -0.02

Partial atomic charges computed with the natural (NBO) method, in multiples of e:
1 Sn 1.450
2 O -0.253
3 C 0.290
4 C -0.251
5 C -0.137
6 C -0.203
7 C -0.174
8 C -0.113
9 C 0.092
10 N 0.165
11 N -0.391
12 C 0.638
13 O -0.855
14 C -0.076
15 C -0.182
16 C -0.199
17 C -0.175
18 C -0.195
19 C -0.205
20 H 0.273
21 H 0.240
22 H 0.240
23 H 0.241
24 H 0.267
25 H 0.233
26 H 0.230
27 H 0.229
28 H 0.225
29 H 0.202
30 N -0.684
31 N -0.517
32 C 0.880
33 O -0.586
34 O -0.904
35 H 0.400
36 H 0.402
37 H 0.405

6.
Molecular formula: C11H14O2
Method: DFT, ωB97M-V with the def2-TZVPD basis set

Computed properties:
Structure (SMILES)   C=CCOc1ccccc1OCC
Gap between HOMO and LUMO   9.1 eV
HOMO   -8.23 eV
Net charge   0
Strongest force on any atom   6.931 eV/A
ΔE to the lowest compared entry with this formula, charge and spin   135.6 kcal per mole
LUMO energy   0.9 eV

Positions of all 27 atoms, in Å:
C (2.31644, 2.32198, 0.86455)
C (1.45747, 2.23382, -0.37077)
C (0.73381, -0.20183, -0.31096)
C (2.02743, -0.53516, -0.61923)
C (2.58722, -1.85702, -0.40835)
C (1.84388, -2.82590, 0.22506)
C (0.48692, -2.47382, 0.43582)
C (-0.16235, -1.08098, 0.21890)
C (-2.39647, -0.41897, -0.39587)
C (-3.41574, 0.25400, 0.17803)
C (-4.72728, -0.01069, -0.13743)
H (3.33716, 1.75294, 0.95041)
H (2.45744, 3.50936, 0.77209)
H (1.69275, 2.21265, 1.90938)
H (0.75808, 3.14101, -0.17818)
H (2.03975, 2.31397, -1.28937)
H (2.67835, 0.22349, -0.89661)
H (3.59976, -2.10625, -0.68602)
H (2.39230, -3.81834, 0.53710)
H (-0.30650, -3.20609, 0.61336)
H (-2.75396, -1.31045, -1.04752)
H (-1.80376, 0.37924, -0.95898)
H (-3.28945, 0.93341, 0.98862)
H (-5.31010, 0.97405, 0.24021)
H (-5.32875, -0.76860, -0.82956)
O (0.45074, 1.12286, -0.49250)
O (-1.36516, -0.75867, 0.68782)

Cartesian forces, eV/Å:
0.53 1.67 2.52
-2.67 -0.24 0.88
1.58 2.25 -0.21
1.31 -4.51 0.60
-0.46 2.42 -0.04
-0.91 -0.73 0.31
-2.30 1.82 -0.46
3.35 -4.44 0.50
5.86 -1.88 -2.18
-6.82 -0.28 1.17
-1.10 3.02 0.34
-2.10 1.08 -0.35
0.67 -2.52 0.76
1.49 0.00 -2.76
0.93 -1.66 -1.22
-0.19 0.08 0.00
1.03 1.14 -0.83
0.25 0.43 -0.01
-1.79 1.87 -0.77
0.56 -0.03 0.70
1.09 1.32 1.15
-0.67 -1.35 -0.16
0.55 0.81 0.04
0.34 -2.93 -0.76
2.04 1.71 1.47
-0.51 1.57 0.32
-2.05 -0.61 -1.02

Partial atomic charges computed with the natural (NBO) method, in multiples of e:
1 C -0.660
2 C -0.087
3 C 0.220
4 C -0.257
5 C -0.205
6 C -0.256
7 C -0.226
8 C 0.269
9 C -0.122
10 C -0.232
11 C -0.399
12 H 0.228
13 H 0.224
14 H 0.234
15 H 0.206
16 H 0.191
17 H 0.203
18 H 0.208
19 H 0.230
20 H 0.212
21 H 0.207
22 H 0.228
23 H 0.225
24 H 0.199
25 H 0.227
26 O -0.545
27 O -0.520

7.
Molecular formula: C18H21NO3S
Method: DFT, ωB97M-V with the def2-TZVPD basis set

Computed properties:
Structure (SMILES)   COc1ccc(C2(CNC(=O)c3cccs3)CCOCC2)cc1
Gap between HOMO and LUMO   8.8 eV
HOMO   -8.39 eV
Net charge   0
Strongest force on any atom   0.718 eV/A
ΔE to the lowest compared entry with this formula, charge and spin   32.9 kcal per mole
LUMO energy   0.4 eV

Positions of all 44 atoms, in Å:
C (-2.71845, 3.25509, -5.17911)
H (-2.81006, 3.37173, -6.25783)
O (-1.79434, 2.21295, -4.98550)
C (-1.48582, 1.84663, -3.71078)
C (-2.00844, 2.42128, -2.56158)
C (-1.62148, 1.96203, -1.31073)
C (-0.71083, 0.92865, -1.16299)
C (-0.18713, 0.36467, -2.32893)
C (-0.56345, 0.80771, -3.57568)
H (-0.15431, 0.36496, -4.46979)
H (0.53500, -0.43426, -2.26101)
C (-0.23935, 0.37556, 0.17477)
C (1.31073, 0.42137, 0.20344)
H (1.72662, -0.53827, -0.10045)
C (1.85201, 0.77838, 1.58437)
H (2.94399, 0.83362, 1.55771)
O (1.41880, 2.04682, 2.03784)
C (0.10933, 2.39248, 1.62376)
C (-0.75954, 1.16205, 1.38973)
H (-0.70691, 0.54044, 2.28565)
H (-1.80219, 1.44708, 1.26025)
H (0.15951, 2.99131, 0.70183)
H (-0.30174, 3.01990, 2.42103)
H (1.57445, 0.00482, 2.31709)
H (1.66020, 1.17820, -0.50171)
C (-0.74950, -1.08540, 0.26047)
N (-0.17830, -1.83627, 1.34806)
C (0.81302, -2.73996, 1.16081)
O (1.24066, -3.04406, 0.06166)
C (1.34562, -3.34838, 2.39009)
C (2.26926, -4.35510, 2.44361)
C (2.61096, -4.72339, 3.75914)
C (1.95055, -3.99118, 4.69413)
S (0.89542, -2.83837, 3.98932)
H (2.01613, -4.05344, 5.76243)
H (3.31731, -5.49694, 4.00087)
H (2.67609, -4.80406, 1.55607)
H (-0.47777, -1.62430, 2.28637)
H (-1.83971, -1.07660, 0.35831)
H (-0.48079, -1.62222, -0.65130)
H (-2.05499, 2.45131, -0.45308)
H (-2.71901, 3.23115, -2.61662)
H (-3.69855, 3.00731, -4.75827)
H (-2.36301, 4.19470, -4.74346)

Cartesian forces, eV/Å:
-0.14 0.16 -0.02
-0.03 0.03 0.08
0.22 -0.25 0.10
0.04 -0.05 0.16
-0.15 0.17 -0.40
0.13 -0.18 0.10
-0.14 0.08 0.17
-0.11 0.13 -0.09
-0.08 0.09 -0.13
0.06 -0.07 -0.12
0.11 -0.13 0.01
-0.14 -0.20 0.04
0.12 0.14 0.33
0.07 -0.03 -0.09
0.23 -0.30 -0.07
-0.10 -0.10 0.02
0.03 0.08 0.02
-0.29 0.14 0.08
0.26 0.21 -0.23
-0.04 -0.01 0.06
-0.07 -0.03 0.04
-0.04 -0.03 0.10
-0.01 -0.02 -0.15
0.07 0.08 -0.09
0.03 -0.04 -0.01
0.02 0.22 -0.29
-0.18 0.16 0.22
-0.11 -0.02 -0.10
0.11 -0.04 -0.13
0.24 -0.21 0.64
-0.31 0.33 -0.24
0.00 0.00 0.22
-0.24 0.24 -0.04
0.36 -0.37 -0.28
0.06 -0.06 0.21
0.11 -0.12 0.07
0.04 -0.04 -0.20
0.01 -0.08 -0.10
0.04 -0.02 -0.07
-0.13 0.06 0.10
-0.02 0.02 0.11
-0.06 0.07 -0.05
0.04 0.02 0.00
-0.02 -0.04 0.00

Partial atomic charges computed with the natural (NBO) method, in multiples of e:
1 C -0.251
2 H 0.201
3 O -0.492
4 C 0.306
5 C -0.327
6 C -0.139
7 C -0.081
8 C -0.137
9 C -0.266
10 H 0.224
11 H 0.211
12 C -0.059
13 C -0.455
14 H 0.239
15 C -0.064
16 H 0.196
17 O -0.536
18 C -0.067
19 C -0.430
20 H 0.200
21 H 0.218
22 H 0.168
23 H 0.188
24 H 0.155
25 H 0.222
26 C -0.221
27 N -0.615
28 C 0.653
29 O -0.624
30 C -0.313
31 C -0.192
32 C -0.257
33 C -0.387
34 S 0.419
35 H 0.239
36 H 0.229
37 H 0.246
38 H 0.393
39 H 0.202
40 H 0.241
41 H 0.198
42 H 0.217
43 H 0.175
44 H 0.175

8.
Molecular formula: C5H9N2
Method: DFT, ωB97M-V with the def2-TZVPD basis set

Computed properties:
Structure (SMILES)   CCc1c[nH]c[nH+]1
Gap between HOMO and LUMO   10.4 eV
HOMO   -14.20 eV
Net charge   +1
Strongest force on any atom   4.803 eV/A
ΔE to the lowest compared entry with this formula, charge and spin   61.4 kcal per mole
LUMO energy   -3.8 eV

Positions of all 16 atoms, in Å:
C (-1.49039, -1.12918, 1.44748)
C (-1.79350, -0.04920, 0.33360)
C (-0.53493, 0.41634, -0.42678)
C (0.30648, -0.29925, -1.33443)
N (1.71418, -0.00520, -1.09076)
C (1.67697, 0.55542, 0.15130)
N (0.42169, 0.87808, 0.42904)
H (-2.48432, -1.41144, 1.76714)
H (-1.03172, -0.74182, 2.38881)
H (-0.98936, -2.06139, 0.89319)
H (-2.48981, -0.56015, -0.35252)
H (-2.37882, 0.76704, 0.55135)
H (0.10578, -1.23587, -1.95124)
H (2.58949, -0.47898, -1.50293)
H (2.50902, 1.06363, 0.68097)
H (0.23091, 1.58398, 1.13029)

Cartesian forces, eV/Å:
0.25 -0.11 -1.34
0.75 -2.41 -2.06
2.49 -4.07 -0.60
-0.13 -0.84 -0.66
-1.62 -1.53 1.79
0.96 2.25 -1.42
1.25 1.58 1.27
-0.20 -0.51 0.06
0.32 -0.45 -1.06
-0.82 2.10 1.72
0.60 0.05 -0.19
-1.05 2.08 1.47
-0.04 2.00 0.47
-2.20 0.98 0.73
-0.50 -0.80 -0.49
-0.05 -0.33 0.33

Partial atomic charges computed with the natural (NBO) method, in multiples of e:
1 C -0.615
2 C -0.442
3 C 0.139
4 C -0.015
5 N -0.495
6 C 0.266
7 N -0.462
8 H 0.241
9 H 0.224
10 H 0.226
11 H 0.246
12 H 0.237
13 H 0.265
14 H 0.481
15 H 0.255
16 H 0.447

Which formula does entry 5 have? C15H13N4O4Sn

Among the records above, which one has the highest strongest force on any atom? C11H14O2